1.
Entry from OMol25: C17H17N5O3S in the gas phase at a distorted geometry (wB97M-V/def2-TZVPD).

Values from the calculation:
Energy above the lowest of the compared OMol25 structures with the same formula, charge and spin (eV): 1.360
HOMO energy (eV): -8.60
Total charge: 0
SMILES: CCc1nnc(NC(=O)Cn2nc(-c3ccccc3OC)ccc2=O)s1
M (g mol⁻¹): 371.42
Orbital gap (eV): 8.435

The geometry in XYZ format:
```
43
Properties=species:S:1:pos:R:3:forces:R:3:nbo_charge:R:1
C 2.502 -3.010 -5.047 0.088 -0.172 0.023 -0.594
C 2.789 -4.075 -3.989 0.059 0.105 -0.234 -0.450
C 2.100 -3.766 -2.713 0.351 0.665 0.375 0.041
N 1.190 -4.499 -2.183 0.258 -0.899 -1.231 -0.261
N 0.696 -4.028 -1.044 -0.768 0.490 1.504 -0.297
C 1.231 -2.911 -0.684 0.814 0.236 -0.905 0.204
N 0.886 -2.237 0.453 -0.261 -0.174 0.286 -0.636
C 1.451 -1.049 0.793 -0.391 -0.065 0.541 0.676
O 2.309 -0.504 0.140 0.242 0.306 -0.012 -0.587
C 0.890 -0.471 2.096 0.447 -0.092 0.025 -0.311
N -0.495 -0.065 1.945 -0.450 -0.478 0.141 -0.188
N -0.670 1.217 1.712 -0.058 0.889 0.002 -0.159
C -1.867 1.699 1.542 0.174 -0.495 0.110 0.126
C -1.986 3.124 1.217 0.206 0.261 -0.123 -0.059
C -3.025 3.887 1.733 0.215 -0.065 -0.109 -0.194
C -3.143 5.231 1.426 -0.091 0.155 -0.008 -0.244
C -2.215 5.820 0.587 -0.101 -0.054 0.095 -0.178
C -1.175 5.078 0.054 0.268 -0.097 -0.131 -0.293
C -1.041 3.727 0.360 -0.220 0.013 0.077 0.323
O -0.077 2.921 -0.137 -0.230 0.134 0.032 -0.481
C 0.911 3.458 -0.984 0.166 0.103 -0.180 -0.254
C -3.010 0.852 1.656 0.187 -0.484 0.065 -0.173
C -2.827 -0.466 1.909 -0.146 0.267 -0.040 -0.242
C -1.500 -1.014 2.028 0.050 0.211 0.030 0.584
O -1.218 -2.200 2.181 -0.137 -0.268 0.159 -0.663
S 2.456 -2.312 -1.782 -0.483 -0.827 -0.139 0.366
H 3.013 -3.255 -5.974 0.034 0.049 -0.114 0.212
H 2.845 -2.035 -4.706 0.003 0.118 -0.062 0.205
H 1.434 -2.952 -5.243 -0.081 0.051 -0.030 0.212
H 3.866 -4.128 -3.810 -0.007 -0.106 -0.044 0.216
H 2.442 -5.052 -4.329 0.055 0.003 0.096 0.235
H 0.137 -2.627 1.040 0.177 0.167 -0.094 0.466
H 1.466 0.418 2.355 -0.117 -0.184 -0.056 0.254
H 0.949 -1.229 2.883 -0.012 0.122 -0.066 0.242
H -3.735 3.427 2.404 -0.077 -0.061 0.065 0.212
H -3.951 5.813 1.842 -0.067 0.053 0.041 0.217
H -2.296 6.868 0.341 -0.001 0.083 -0.023 0.216
H -0.468 5.560 -0.601 0.076 0.001 -0.069 0.221
H 0.481 3.840 -1.916 0.012 0.002 0.049 0.175
H 1.475 4.253 -0.489 -0.036 -0.019 -0.012 0.178
H 1.579 2.627 -1.207 -0.019 0.092 -0.015 0.214
H -3.999 1.264 1.524 -0.093 0.015 -0.016 0.230
H -3.647 -1.161 1.998 -0.039 -0.049 -0.005 0.238
```
Forces are in eV/Å.



2.
Entry from OMol25: C17H18BClN6O3Pb as an isolated structure at a distorted geometry (wB97M-V/def2-TZVPD).

Values from the calculation:
HOMO energy (spin up / spin down) (eV): -14.75 / -14.73
Total charge: +2
M (g mol⁻¹): 607.84
Orbital gap (spin up / spin down) (eV): 4.755 / 5.120

The geometry in XYZ format:
```
47
Properties=species:S:1:pos:R:3:forces:R:3:nbo_charge:R:1
Pb -0.179 -0.083 -0.020 0.363 0.402 0.032 1.764
C 3.482 2.014 -1.659 -0.240 -0.058 0.125 -0.318
C 2.814 0.854 -1.282 0.315 0.066 -0.122 0.008
N 1.593 1.164 -0.839 -0.454 -0.537 0.153 -0.418
N 1.447 2.505 -0.924 0.056 0.317 -0.040 -0.318
C 2.574 3.033 -1.411 0.266 -0.251 -0.106 0.050
B 0.187 3.266 -0.456 0.003 -0.345 0.128 0.524
N -1.036 2.749 -1.240 0.006 0.340 -0.091 -0.319
C -1.875 3.472 -1.989 -0.293 -0.174 -0.161 0.051
C -2.873 2.643 -2.481 0.176 -0.120 0.151 -0.315
C -2.563 1.387 -1.972 -0.244 0.159 -0.228 0.002
N -1.457 1.467 -1.230 0.225 -0.582 0.252 -0.400
N -0.020 2.964 1.043 -0.008 0.159 -0.103 -0.317
C -0.045 3.806 2.080 -0.051 -0.092 0.354 0.047
C -0.211 3.076 3.248 -0.003 -0.160 -0.224 -0.320
C -0.280 1.752 2.823 -0.025 0.238 0.281 0.003
N -0.164 1.702 1.496 -0.009 -0.589 -0.113 -0.413
H 4.481 2.101 -2.046 0.010 -0.004 -0.022 0.264
H 3.155 -0.168 -1.304 -0.048 -0.038 -0.013 0.237
H 2.671 4.096 -1.558 -0.065 0.035 0.025 0.251
H 0.319 4.430 -0.630 0.028 0.118 -0.033 0.005
H -1.724 4.528 -2.134 0.073 0.028 0.060 0.251
H -3.702 2.910 -3.110 -0.011 0.009 -0.017 0.265
H -3.086 0.455 -2.109 0.041 -0.054 0.029 0.235
H 0.054 4.869 1.942 0.018 0.013 -0.099 0.250
H -0.277 3.447 4.254 0.010 0.024 0.014 0.261
H -0.404 0.852 3.401 -0.018 -0.041 -0.022 0.229
C 0.110 -2.368 -2.941 0.014 0.169 -0.270 -0.261
O 0.430 -2.086 -1.570 -0.047 0.477 -0.139 -0.750
H -0.817 -2.934 -3.025 0.004 0.022 0.051 0.193
H 0.926 -2.923 -3.407 -0.012 -0.007 0.079 0.207
H 0.004 -1.417 -3.460 -0.014 -0.017 0.005 0.195
H 0.343 -2.893 -1.028 0.000 0.091 0.412 0.532
Cl 0.201 -6.495 6.500 -0.068 0.356 -0.491 0.294
C 0.202 -5.508 5.137 0.103 -0.430 0.583 0.079
C 0.298 -4.103 5.296 0.134 0.733 -0.014 -0.152
C 0.368 -3.307 4.184 -0.336 -0.480 0.676 -0.189
C 0.246 -3.905 2.918 0.160 1.286 -1.107 0.098
C 0.233 -5.296 2.739 -0.339 -0.519 0.543 -0.174
C 0.169 -6.096 3.850 0.060 -0.242 -0.724 -0.165
C 0.149 -2.974 1.640 0.474 -1.740 1.007 0.772
O 0.238 -3.574 0.579 -0.171 0.288 -0.163 -0.651
O 0.043 -1.752 1.928 -0.194 1.137 -0.685 -0.664
H 0.315 -3.668 6.286 0.048 -0.131 0.045 0.264
H 0.438 -2.235 4.283 0.005 0.029 -0.098 0.265
H 0.201 -5.727 1.749 0.019 0.133 -0.060 0.280
H 0.095 -7.170 3.744 0.039 -0.017 0.138 0.268
```
Forces are in eV/Å.



3.
Entry from OMol25: C17H18BCsN12 as an isolated structure (wB97M-V/def2-TZVPD).

Values from the calculation:
Energy above the lowest of the compared OMol25 structures with the same formula, charge and spin (eV): 0.000
HOMO energy (eV): -8.35
Total charge: 0
M (g mol⁻¹): 534.13
Orbital gap (eV): 8.125

The geometry in XYZ format:
```
49
Properties=species:S:1:pos:R:3:forces:R:3:nbo_charge:R:1
Cs 0.128 0.177 0.083 0.024 -0.196 -0.505 0.946
C 1.038 1.849 4.821 -0.066 0.025 -0.021 -0.371
C 1.322 1.071 3.691 0.039 0.012 0.058 -0.060
N 0.381 1.200 2.766 -0.054 0.118 0.192 -0.345
N -0.528 2.057 3.270 0.050 0.001 0.092 -0.332
C -0.157 2.460 4.502 0.041 -0.048 -0.048 -0.015
B -1.817 2.515 2.551 -0.080 0.108 0.120 0.569
N -1.529 3.372 1.294 -0.003 0.093 -0.011 -0.333
C -1.873 4.670 1.167 0.016 -0.053 -0.047 -0.017
C -1.462 5.113 -0.072 -0.020 -0.028 0.029 -0.371
C -0.861 3.983 -0.643 -0.005 0.061 0.027 -0.062
N -0.901 2.945 0.182 -0.062 0.063 0.039 -0.340
N -2.788 1.342 2.274 -0.093 -0.041 0.028 -0.331
C -4.035 1.258 2.782 0.052 -0.015 -0.046 -0.016
C -4.615 0.092 2.330 0.023 -0.008 -0.012 -0.370
C -3.618 -0.485 1.532 -0.017 0.042 0.028 -0.067
N -2.526 0.269 1.503 0.030 -0.010 0.007 -0.338
H 1.610 1.951 5.726 0.001 0.000 0.003 0.223
H 2.168 0.423 3.512 0.004 0.001 0.002 0.195
H -0.771 3.150 5.055 0.009 0.003 0.015 0.217
H -2.391 3.244 3.321 0.006 0.000 0.004 -0.058
H -2.387 5.176 1.966 0.001 0.017 -0.004 0.217
H -1.581 6.094 -0.496 0.000 0.003 0.002 0.223
H -0.403 3.881 -1.616 0.003 0.004 0.000 0.192
H -4.413 2.035 3.424 -0.013 -0.005 0.005 0.218
H -5.602 -0.280 2.543 -0.002 0.001 0.002 0.223
H -3.648 -1.407 0.971 -0.026 -0.006 0.006 0.191
N -0.385 -3.564 1.041 -0.062 -0.007 0.044 -0.771
C 0.865 -3.751 0.572 0.085 -0.014 -0.050 0.600
N 1.362 -4.983 0.666 -0.075 -0.124 0.017 -0.582
C 2.587 -5.122 0.166 0.008 0.178 0.135 0.599
N 3.152 -6.340 0.227 -0.029 -0.064 -0.025 -0.772
N 3.318 -4.136 -0.376 0.137 0.045 -0.100 -0.575
C 2.722 -2.953 -0.407 -0.184 -0.201 0.039 0.453
N 1.497 -2.692 0.037 0.091 0.032 0.007 -0.584
C 3.517 -1.830 -0.996 0.208 0.080 -0.092 0.128
C 4.820 -2.060 -1.432 -0.055 0.032 0.023 -0.204
C 5.542 -1.001 -1.958 -0.035 -0.055 0.021 -0.168
C 4.946 0.244 -2.032 -0.010 0.068 -0.006 -0.239
C 3.642 0.376 -1.576 0.057 -0.046 -0.045 0.037
N 2.939 -0.631 -1.073 0.002 -0.054 0.042 -0.424
H -0.790 -4.306 1.585 -0.027 -0.005 -0.022 0.409
H -0.749 -2.636 1.157 0.038 0.006 0.040 0.403
H 2.650 -7.093 0.658 0.004 -0.004 -0.005 0.408
H 4.090 -6.465 -0.104 -0.001 0.006 -0.006 0.408
H 5.239 -3.050 -1.348 -0.011 -0.005 0.004 0.246
H 6.557 -1.149 -2.302 0.002 -0.002 -0.001 0.222
H 5.471 1.101 -2.431 0.002 -0.007 0.000 0.225
H 3.142 1.338 -1.621 -0.003 -0.002 0.012 0.194
```
Forces are in eV/Å.



4.
Entry from OMol25: C17H18BrCl5LiNO3 as an isolated structure at a distorted geometry (wB97M-V/def2-TZVPD).

Values from the calculation:
HOMO energy (spin up / spin down) (eV): -6.60 / -6.53
Total charge: 0
M (g mol⁻¹): 548.45
Orbital gap (spin up / spin down) (eV): 6.340 / 5.875

The geometry in XYZ format:
```
46
Properties=species:S:1:pos:R:3:forces:R:3:nbo_charge:R:1
Li 0.596 1.230 0.295 -0.001 -0.472 0.218 0.845
C 3.468 0.140 0.718 -0.137 -0.194 0.042 -0.244
O 2.365 0.666 -0.003 0.106 0.387 -0.451 -0.601
C 2.743 1.097 -1.314 0.140 0.356 0.052 -0.085
C 1.573 1.785 -2.000 0.191 0.052 0.018 -0.093
O 0.993 2.662 -1.028 -0.682 -0.091 0.160 -0.611
C -0.109 3.516 -1.426 0.165 -0.032 0.035 -0.105
C -1.361 3.359 -0.572 0.009 0.121 -0.085 -0.092
O -2.375 2.376 -0.939 -0.687 -1.246 1.701 -0.523
C -1.959 1.260 -1.451 1.480 3.680 -3.982 -0.021
H 4.261 0.888 0.800 0.002 0.001 0.002 0.174
H 3.849 -0.755 0.223 0.006 -0.001 0.007 0.195
H 3.109 -0.132 1.708 -0.001 -0.014 -0.004 0.205
H 3.069 0.247 -1.919 -0.006 -0.027 0.038 0.207
H 3.572 1.805 -1.204 0.044 -0.046 -0.069 0.180
H 0.836 1.057 -2.336 0.042 0.134 -0.104 0.201
H 1.898 2.326 -2.892 0.195 0.119 0.145 0.200
H -0.329 3.450 -2.490 0.080 -0.194 -0.005 0.225
H 0.259 4.519 -1.194 -0.153 0.091 -0.182 0.202
H -1.937 4.284 -0.575 0.230 0.103 0.051 0.215
H -1.045 3.139 0.451 -0.220 0.031 0.080 0.186
H -0.911 0.195 0.084 0.135 0.498 -0.475 -0.037
H -0.212 0.149 -1.872 0.023 0.505 -0.606 0.031
H -2.272 -0.999 -0.414 -0.334 -0.061 -0.023 -0.133
Cl -1.214 -2.717 -4.766 -0.476 0.111 -0.081 -0.031
C -1.680 -2.386 -3.079 0.770 -0.577 0.995 -0.149
C -1.706 -1.155 -2.663 0.188 1.557 -2.649 -0.382
C -0.070 -1.568 -0.456 1.697 0.815 0.292 -0.424
Cl -1.246 -0.393 -1.200 -1.977 -5.675 4.537 0.798
C -0.003 -2.890 -0.544 -1.373 0.146 0.309 -0.198
Cl 1.050 -3.582 0.715 0.441 0.035 -0.356 -0.040
C -0.900 -3.859 -1.203 0.077 -0.412 0.040 -0.083
Cl -0.937 -5.467 -0.529 -0.141 0.113 0.050 0.020
C -1.674 -3.618 -2.272 -0.141 -0.188 -0.234 -0.085
Cl -2.745 -4.847 -2.881 -0.014 0.062 0.015 0.023
Br 1.555 0.024 5.367 0.018 -0.006 0.013 0.083
C 0.129 -0.252 4.166 -0.038 -0.006 0.017 -0.116
C -0.807 -1.248 4.381 0.011 0.027 0.005 -0.179
C -1.833 -1.376 3.461 0.012 -0.009 -0.032 -0.221
C -1.856 -0.547 2.352 0.079 -0.159 -0.069 0.051
N -0.938 0.394 2.133 0.198 0.546 0.591 -0.459
C 0.013 0.559 3.052 0.036 -0.132 -0.026 -0.006
H -0.734 -1.901 5.239 -0.003 0.010 0.009 0.239
H -2.600 -2.128 3.584 0.014 -0.017 0.004 0.236
H -2.614 -0.674 1.590 -0.025 0.072 0.010 0.213
H 0.727 1.365 2.904 0.020 -0.013 -0.004 0.189
```
Forces are in eV/Å.



> Among the records above, which one has the highest total charge?

C17H18BClN6O3Pb



> What is the formula in the first record?

C17H17N5O3S